{"formula": "C4H11S2", "method": "ωB97M-V/def2-TZVPD", "symbols": ["C", "S", "C", "H", "H", "H", "H", "H", "H", "C", "C", "S", "H", "H", "H", "H", "H"], "positions_angstrom": [[1.6887, 1.0107, -0.6987], [2.6580, -0.2841, 0.0935], [1.3543, -1.5083, 0.4715], [0.8182, 0.5933, -1.2049], [1.3665, 1.7341, 0.0562], [2.2892, 1.5664, -1.4039], [1.9094, -2.4392, 0.5297], [0.7517, -1.5833, -0.4346], [0.7548, -1.2268, 1.3310], [-3.4950, -0.3187, -0.4260], [-2.1028, 0.1385, -0.8021], [-1.2886, 0.7360, 0.6974], [-3.4394, -1.1347, 0.2830], [-4.1462, 0.4578, -0.0474], [-3.9725, -0.7422, -1.3170], [-1.4479, -0.6148, -1.2307], [-2.1272, 0.9380, -1.5366]], "forces_ev_per_angstrom": [[-0.245, 0.364, 0.640], [-0.009, -0.241, -0.051], [0.650, 0.521, -0.930], [0.106, 0.004, -0.078], [-0.204, -0.116, -0.148], [0.289, -0.096, -0.290], [-0.214, -0.180, 0.554], [-0.253, -0.031, 0.174], [0.085, -0.306, 0.051], [-0.155, -0.997, -0.789], [0.598, 0.891, 0.186], [-0.179, 0.156, 0.102], [-0.051, -0.067, 0.349], [0.126, 0.292, 0.140], [-0.039, 0.139, 0.042], [-0.316, -0.550, 0.067], [-0.189, 0.217, -0.018]], "mulliken_spin": [0.02, 0.00, 0.00, 0.00, 0.00, 0.00, 0.00, 0.00, 0.00, 0.02, -0.03, 0.97, 0.01, 0.00, 0.00, 0.01, 0.00], "homo_lumo_gap_ev": [9.31, 6.52], "e_above_lowest_kcal_mol": 6.3, "multiplicity": 2, "e_tot_ha": -955.3067, "e_lumo_ev": [0.90, -1.89]}